Density functional theory data (ωB97M-V/def2-TZVPD) for C3H5NdO3 as an isolated structure.

Calculated values
HOMO-LUMO gap (spin up / spin down)	0.2742 / 0.2847	Ha
calculated total energy	-903.56711	hartree
<S²>	3.758
strongest force on any atom	5.44	eV/A
lowest unoccupied orbital energy (spin up / spin down)	-10.350 / -10.079	eV
HOMO (spin up / spin down)	-17.8122 / -17.8267	eV

```
! wB97M-V def2-TZVPD RIJCOSX def2/J DEFGRID3
* xyz 2 4
H -0.4824 1.9077 -1.0498
C -0.9165 0.9085 -1.2829
C -1.4638 0.4235 0.0136
O -0.6417 0.6890 1.1952
C 0.4820 0.0729 1.2788
O 1.1288 0.4509 2.3378
Nd 0.9522 -1.4526 -0.6718
O 0.1381 0.2004 -1.8673
H -1.7868 0.7902 -1.9646
H -2.2757 1.9487 -0.6095
H -2.1916 -0.3856 0.1040
H 2.0803 0.3398 2.2149
*
```

Atomic partial charges in e from the Löwdin method, atoms 1 to 5: H 0.134; C -0.449; C -0.096; O 0.031; C -0.361

Density functional theory data (ωB97M-V/def2-TZVPD) for a 3-piece molecular cluster, C6H10O overall.

Calculated values
HOMO-LUMO gap	0.3562	Ha
calculated total energy	-309.61784	hartree
strongest force on any atom	0.41	eV/A
lowest unoccupied orbital energy	1.097	eV
HOMO	-8.5959	eV

```
! wB97M-V def2-TZVPD RIJCOSX def2/J DEFGRID3
* xyz 0 1
C 2.2257 0.5685 0.3718
C 1.2311 -0.4819 -0.0869
C 0.1430 -0.8834 0.6573
O -0.4404 0.0267 1.5307
C -1.7179 0.1774 0.9120
C -1.7564 0.6357 -0.5068
C -1.8276 -0.6925 -0.2676
H 3.0846 0.0634 0.8312
H 1.7785 1.2279 1.1189
H 2.6056 1.1731 -0.4575
H 1.6381 -1.2492 -0.7468
H 0.4244 0.5699 -0.9242
H -0.1260 -1.9269 0.7890
H -2.4976 0.4054 1.6383
H -2.2656 1.4077 -1.0668
H -0.3483 0.9824 -1.0007
H -2.2482 -1.6146 -0.6408
*
```

Atomic partial charges in e from the Löwdin method, atoms 1 to 5: C -0.103; C -0.203; C -0.227; O -0.067; C -0.280

Density functional theory data (ωB97M-V/def2-TZVPD) for an isolated ion of composition C30H30N3O3 and charge +1.

Calculated values
HOMO-LUMO gap	0.2489	Ha
calculated total energy	-1550.02641	hartree
SMILES	COc1ccccc1N1CC[NH+](CCN2C(=O)CC(=C3c4ccccc4-c4ccccc43)C2=O)CC1
strongest force on any atom	19.21	eV/A
lowest unoccupied orbital energy	-3.814	eV
HOMO	-10.5859	eV

```
! wB97M-V def2-TZVPD RIJCOSX def2/J DEFGRID3
* xyz 1 1
C 3.0271 4.2610 -0.9525
O 3.6296 3.3990 -0.4332
C 4.8223 3.6519 0.5061
C 5.4299 4.9448 0.6398
C 6.6243 4.9775 1.1441
C 7.1668 3.9598 1.9396
C 6.4333 2.7431 1.9686
C 5.4809 2.3377 1.2739
N 4.8325 1.2050 1.1171
C 4.6520 0.5432 2.1989
C 3.4068 -0.3521 2.2486
N 2.8493 -0.4778 1.1344
C 1.9809 0.4725 0.6335
C 0.5885 0.4570 1.3682
N -0.1655 -0.6923 0.3476
C -0.0320 -1.9036 0.3990
O 1.0240 -2.4413 0.7100
C -1.1061 -2.5083 -0.0837
C -2.1994 -1.5558 -0.3741
C -3.4822 -1.5059 -0.6972
C -4.6694 -0.5804 -0.8744
C -4.6436 0.6457 -0.6912
C -5.8527 1.4425 -0.9517
C -7.0414 0.6934 -1.2655
C -6.9868 -0.4934 -1.6012
C -5.7611 -1.2000 -1.3895
C -5.3970 -2.8726 -1.5558
C -6.2002 -3.7236 -2.2448
C -5.7113 -4.9734 -1.9495
C -4.2967 -5.1989 -1.8661
C -3.3969 -4.1967 -1.2896
C -4.2121 -2.8205 -1.1380
C -1.6503 -0.2208 0.0447
O -1.9806 1.1619 0.0301
C 3.8331 -0.6304 0.0802
C 4.8168 0.4736 0.0732
H 2.0740 3.7786 -1.5226
H 2.6836 4.9704 -0.4443
H 3.7131 4.6427 -1.8470
H 4.9753 5.6596 -0.0870
H 6.9621 6.0562 1.2817
H 8.0594 4.2155 2.7550
H 6.8746 1.8823 2.5031
H 4.8216 0.9039 3.2815
H 5.4863 -0.3315 2.3825
H 3.2969 -1.3923 3.0750
H 2.5849 0.2286 2.8564
H 2.1956 -1.5069 1.0194
H 1.8669 0.5864 -0.5932
H 2.4788 1.5510 0.8910
H -0.1359 1.4361 1.1124
H 0.5592 0.1736 2.4620
H -1.7202 -3.4303 0.3634
H -1.0517 -2.9121 -1.0405
H -3.8024 1.2136 -0.4045
H -6.1434 2.5469 -0.6232
H -8.0799 1.3423 -1.4064
H -7.9965 -1.1525 -1.9696
H -7.1200 -3.5463 -2.3676
H -6.2732 -5.6363 -2.5522
H -3.8297 -6.0684 -1.9636
H -2.4055 -4.3613 -0.9329
H 4.5198 -1.5382 0.5149
H 3.5030 -1.1903 -0.9868
H 4.5206 1.1609 -0.9470
H 5.9482 0.1775 -0.0708
*
```

Atomic partial charges in e from the Löwdin method, atoms 1 to 5: C -0.329; O -0.126; C 0.101; C -0.074; C -0.150

Density functional theory data (ωB97M-V/def2-TZVPD) for a 6-piece molecular cluster, C34H42F16N6O15 overall.

Calculated values
HOMO-LUMO gap	0.2969	Ha
calculated total energy	-4375.51080	hartree
SMILES	CC(=O)N(C)c1c(CC(N)(N)N)cc(F)c2c1C(=O)N(CON=O)C2=O.CCOC(=O)C(F)(F)F.CCOC(=O)C(F)(F)F.CCOC(=O)C(F)(F)F.CCOC(=O)C(F)(F)F.CCOC(=O)C(F)(F)F
strongest force on any atom	4.90	eV/A
lowest unoccupied orbital energy	-1.347	eV
HOMO	-9.4256	eV

```
! wB97M-V def2-TZVPD RIJCOSX def2/J DEFGRID3
* xyz 0 1
C -0.1595 -0.7024 0.7646
C -0.8212 -1.8772 -0.1236
O -1.5048 -2.7448 0.4668
N -0.5154 -1.8605 -1.5716
C -0.3487 -3.2265 -2.1534
C -1.4140 -0.9983 -2.3580
C -0.8915 0.2696 -3.1137
C 0.6410 0.7405 -3.0451
C 0.7791 2.2113 -2.3634
N 2.1523 2.5163 -1.8648
N 0.2901 3.3254 -3.2295
N -0.1176 2.2037 -1.1515
C -1.9163 1.1155 -3.9317
C -3.4392 0.7570 -4.0655
F -4.3517 1.5398 -4.8101
C -3.9411 -0.4962 -3.3177
C -2.9241 -1.3243 -2.4718
C -3.8292 -2.4735 -1.8388
O -3.5732 -3.6081 -1.3985
N -5.2215 -1.9594 -1.9238
C -5.6415 -0.9643 -0.9048
O -5.7785 -1.5287 0.4429
N -6.5676 -0.5917 1.0926
O -5.8838 0.2314 1.6180
C -5.3727 -1.1849 -3.2015
O -6.3739 -1.1692 -3.9392
H -0.8187 0.2301 0.7764
H -0.0793 -1.0583 1.8584
H 0.8979 -0.4355 0.4190
H -1.3366 -3.6613 -2.5242
H 0.3224 -3.1036 -3.0858
H 0.2376 -3.9432 -1.4669
H 1.1435 0.7081 -4.0777
H 1.2028 0.0138 -2.3608
H 2.4696 1.7903 -1.1909
H 2.8339 2.6270 -2.6244
H -0.6965 3.5183 -2.9779
H 0.3715 3.0479 -4.2208
H -0.2139 3.1854 -0.8352
H 0.4226 1.7375 -0.3929
H -1.5775 2.0682 -4.4700
H -4.9704 -0.0427 -0.8116
H -6.6816 -0.5636 -1.2259
C -6.0025 -5.1326 0.8843
C -7.2023 -4.8443 0.0005
O -7.9526 -6.0443 -0.2522
C -8.7762 -6.4432 0.7371
O -8.9071 -5.8685 1.7873
C -9.5404 -7.6981 0.3206
F -8.7378 -8.6322 -0.2324
F -10.4963 -7.4243 -0.5935
F -10.1626 -8.2961 1.3548
H -5.3871 -5.9226 0.4487
H -5.3946 -4.2354 1.0121
H -6.3154 -5.4810 1.8720
H -6.8591 -4.4785 -0.9701
H -7.8451 -4.0705 0.4283
C 2.3519 9.2695 -4.8216
C 3.6723 8.8457 -4.2048
O 3.5180 7.6342 -3.4487
C 3.4847 6.4929 -4.1662
O 3.5697 6.4413 -5.3661
C 3.3629 5.2848 -3.2406
F 2.4163 5.4513 -2.2985
F 4.5166 5.0346 -2.5822
F 3.0493 4.1501 -3.9038
H 1.5805 9.3550 -4.0533
H 2.4563 10.2287 -5.3321
H 2.0003 8.5302 -5.5453
H 4.0091 9.6120 -3.5029
H 4.4546 8.7325 -4.9596
C 2.6635 -9.5332 -1.0613
C 1.4182 -8.7459 -1.4261
O 1.7281 -7.3552 -1.6106
C 2.2840 -7.0276 -2.7945
O 2.5300 -7.8142 -3.6716
C 2.5184 -5.5208 -2.8734
F 3.0991 -5.0275 -1.7590
F 1.3615 -4.8383 -3.0356
F 3.3141 -5.1687 -3.9006
H 3.1495 -9.0965 -0.1862
H 2.4117 -10.5738 -0.8488
H 3.3935 -9.5139 -1.8742
H 0.6993 -8.8002 -0.6055
H 0.9268 -9.1526 -2.3136
C 6.2151 4.6251 3.0231
C 5.0071 4.8714 2.1377
O 4.2686 3.6563 1.9304
C 3.4562 3.2823 2.9378
O 3.3269 3.8918 3.9696
C 2.7034 2.0061 2.5661
F 3.5110 1.0623 2.0384
F 1.7392 2.2398 1.6486
F 2.0928 1.4314 3.6192
H 6.8360 3.8272 2.6100
H 6.8143 5.5325 3.1168
H 5.9118 4.3071 4.0236
H 5.3393 5.2075 1.1529
H 4.3590 5.6521 2.5440
C 2.6904 2.4703 6.5534
C 2.1441 3.3741 7.6427
O 2.6290 2.9710 8.9341
C 3.8834 3.3592 9.2392
O 4.5943 3.9994 8.5077
C 4.2538 2.9052 10.6494
F 3.9316 1.6145 10.8777
F 3.6188 3.6319 11.5941
F 5.5714 3.0185 10.9033
H 2.4636 1.4245 6.7741
H 2.2625 2.7320 5.5878
H 3.7778 2.5523 6.4826
H 1.0556 3.2874 7.6760
H 2.3789 4.4246 7.4532
*
```

Atomic partial charges in e from the Löwdin method, atoms 1 to 5: C -0.014; C -0.362; O 0.060; N -0.107; C -0.057

Density functional theory data (ωB97M-V/def2-TZVPD) for an isolated ion of composition C6H10N and charge +1.

Calculated values
HOMO-LUMO gap	0.3343	Ha
calculated total energy	-288.97186	hartree
SMILES	C=[N+](C)[C@@H]1C=C1C
strongest force on any atom	4.40	eV/A
lowest unoccupied orbital energy	-4.808	eV
HOMO	-13.9044	eV

```
! wB97M-V def2-TZVPD RIJCOSX def2/J DEFGRID3
* xyz 1 1
C -1.7104 2.0291 0.3259
N -0.9851 0.9460 0.0874
C -1.4759 -0.2657 0.7151
C 0.3149 0.7157 -0.5241
C 0.4623 -0.3548 -1.5912
C 1.3370 -0.6019 -0.6764
C 2.4917 -1.1021 0.0532
H -2.6184 1.8170 0.9454
H -1.3859 2.9713 -0.0359
H -2.3226 -0.1231 1.3657
H -0.6277 -0.8254 1.4192
H -1.6759 -1.0749 0.0080
H 0.7845 1.7820 -0.7522
H 0.0328 -0.7070 -2.4706
H 3.2883 -1.5075 -0.6656
H 2.1905 -1.8504 0.7693
H 2.8982 -0.2717 0.5443
*
```

Atomic partial charges in e from the Löwdin method, atoms 1 to 5: C 0.218; N -0.146; C -0.038; C -0.147; C 0.050

Density functional theory data (ωB97M-V/def2-TZVPD) for C19H15N3O6PtS as an isolated structure.

Calculated values
HOMO-LUMO gap (spin up / spin down)	0.2524 / 0.2551	Ha
calculated total energy	-1866.14282	hartree
<S²>	2.006
strongest force on any atom	0.23	eV/A
lowest unoccupied orbital energy (spin up / spin down)	-0.679 / -0.991	eV
HOMO (spin up / spin down)	-7.5473 / -7.9312	eV

```
! wB97M-V def2-TZVPD RIJCOSX def2/J DEFGRID3
* xyz 0 3
Pt 0.9179 -1.5397 -0.1344
C 1.5150 1.9654 -2.7856
C 1.8473 0.7144 -2.0057
O 0.8506 0.1195 -1.5462
C 3.2213 0.3025 -1.8598
C 4.2311 1.1760 -2.3465
C 5.5585 0.8701 -2.2953
C 5.9445 -0.3702 -1.7486
C 5.0132 -1.2440 -1.2731
C 3.6188 -0.9515 -1.2970
O 2.8386 -1.8695 -0.8380
H 0.4339 2.0634 -2.8284
H 1.9197 1.9176 -3.7960
H 1.9323 2.8455 -2.2957
H 3.9395 2.1262 -2.7705
H 6.2988 1.5635 -2.6684
H 6.9943 -0.6335 -1.7017
H 5.2951 -2.1987 -0.8496
S -0.0627 -3.1712 -1.7101
C -1.4367 -2.3623 -2.2792
N -2.0510 -1.3929 -1.5389
C -3.1159 -0.7056 -1.9794
C -3.6429 -0.9898 -3.2013
C -3.0115 -2.0256 -3.9112
N -1.9613 -2.6822 -3.4830
H -1.6732 -1.1862 -0.6038
H -3.5040 0.0494 -1.3100
H -4.4985 -0.4622 -3.5902
H -3.3906 -2.3254 -4.8830
O 0.8123 -0.0966 1.9406
C -0.3924 -0.3571 1.9235
O -0.9186 -1.0877 1.0000
C -1.3054 0.1640 2.9910
C -2.6059 -0.3153 3.1060
C -3.4408 0.1706 4.0978
C -2.9478 1.1386 4.9532
C -1.6581 1.6297 4.8639
C -0.8320 1.1294 3.8723
N -3.8374 1.6697 6.0078
O -4.9736 1.2444 6.0508
O -3.3825 2.5097 6.7558
H -2.9513 -1.0756 2.4199
H -4.4530 -0.1847 4.2182
H -1.3223 2.3828 5.5606
H 0.1870 1.4749 3.7692
*
```

Atomic partial charges in e from the Löwdin method, atoms 1 to 5: Pt 1.084; C -0.009; C -0.349; O -0.112; C -0.097

Density functional theory data (ωB97M-V/def2-TZVPD) for a 2-piece molecular cluster, C5H15NOS overall.

Calculated values
HOMO-LUMO gap	0.3471	Ha
calculated total energy	-727.62383	hartree
SMILES	CN(C)CCCS.O
strongest force on any atom	2.38	eV/A
lowest unoccupied orbital energy	0.670	eV
HOMO	-8.7754	eV

```
! wB97M-V def2-TZVPD RIJCOSX def2/J DEFGRID3
* xyz 0 1
C -1.7946 -0.5736 1.8850
N -0.9416 -0.7795 0.6274
C -1.5056 -1.6294 -0.4522
C 0.2341 -1.4928 1.1809
C 1.5955 -1.4839 0.4609
C 1.9353 -0.2063 -0.3513
S 1.3689 1.4320 0.4071
H -2.7498 -0.1541 1.6154
H -1.2077 0.0696 2.5715
H -2.0089 -1.4845 2.3870
H -0.8718 -1.4906 -1.3730
H -2.4736 -1.2851 -0.6602
H -1.5575 -2.6833 -0.2074
H 0.0212 -2.6116 1.4796
H 0.4992 -1.1018 2.1213
H 1.4737 -2.2728 -0.2755
H 2.2913 -1.7424 1.3161
H 1.3728 -0.2171 -1.3556
H 2.9879 -0.1643 -0.5762
H 0.1306 0.9854 0.5841
O -1.6948 2.9223 -3.5408
H -1.4681 2.1062 -3.1317
H -0.9790 3.5288 -3.4147
*
```

Atomic partial charges in e from the Löwdin method, atoms 1 to 5: C -0.067; N -0.267; C -0.082; C -0.309; C -0.248

Density functional theory data (ωB97M-V/def2-TZVPD) for C15H17N3O6 in the gas phase.

Calculated values
HOMO-LUMO gap	0.3174	Ha
calculated total energy	-1197.44904	hartree
SMILES	COc1cccc2cc(C(=O)NCNC(=O)CCN(O)C=O)oc12
strongest force on any atom	4.15	eV/A
lowest unoccupied orbital energy	0.217	eV
HOMO	-8.4193	eV

```
! wB97M-V def2-TZVPD RIJCOSX def2/J DEFGRID3
* xyz 0 1
C 0.2139 -0.4426 -4.4412
O 0.6116 -0.2452 -3.0705
C 1.8667 0.2106 -2.7284
C 2.8816 0.6048 -3.6264
C 4.1451 1.0067 -3.1258
C 4.3663 1.0032 -1.7491
C 3.3803 0.6090 -0.8572
C 3.2827 0.5272 0.5847
C 1.9870 0.0760 0.8972
C 1.4454 -0.1585 2.2448
O 1.9631 0.3507 3.2108
N 0.2820 -0.8873 2.3674
C -0.4324 -1.0672 3.6074
N -1.6568 -0.2538 3.4930
C -2.8162 -0.7976 2.9325
O -2.8978 -1.9928 2.7624
C -3.8198 0.1409 2.3212
C -3.9293 -0.0700 0.7810
N -2.6004 -0.0365 0.1349
O -1.8880 -1.2492 -0.1289
C -1.9739 1.1594 -0.1924
O -2.5345 2.2104 0.0931
O 1.2846 -0.1280 -0.2961
C 2.1278 0.2070 -1.3608
H 0.2389 0.4971 -4.9897
H 0.8820 -1.1253 -4.9763
H -0.7845 -0.8596 -4.4992
H 2.7705 0.5331 -4.7008
H 4.9678 1.3407 -3.7927
H 5.3301 1.3507 -1.3795
H 4.0255 0.8065 1.3226
H -0.1653 -1.2846 1.5092
H 0.1546 -0.7585 4.4880
H -0.7230 -2.1092 3.6869
H -1.5638 0.7739 3.4057
H -3.4615 1.1520 2.5263
H -4.7499 0.0104 2.8365
H -4.4173 -1.0362 0.5776
H -4.5472 0.7053 0.3536
H -2.2139 -1.9709 0.4721
H -1.0323 1.1976 -0.6940
*
```

Atomic partial charges in e from the Löwdin method, atoms 1 to 5: C -0.058; O -0.083; C -0.189; C -0.007; C -0.076